*one*
The following is a quantum chemistry calculation of a single C11H13NO molecule, from OMol25.

```
26
Properties=species:S:1:pos:R:3
C -2.90281 -0.11931 0.55087
C -2.62291 -0.20908 -0.76827
C -1.94855 0.23485 1.54550
C -1.27671 0.02777 -1.22509
C -0.69059 0.65575 1.07710
C -0.36134 0.43435 -0.29598
C 1.33808 -0.39428 1.85287
C 0.50249 0.89780 1.98422
C 0.98992 0.26210 -0.79453
C 1.98731 1.34074 -0.85330
C 0.72966 -1.91110 -1.72577
N 1.75714 -0.89609 0.81394
O 1.17038 -0.55870 -1.85618
H -3.92341 -0.20896 0.91913
H -3.39140 -0.45035 -1.54723
H -2.26565 0.49775 2.58150
H -0.87690 -0.12224 -2.25097
H 1.73560 -0.57864 2.82606
H 0.95326 1.80463 1.49346
H 0.31596 1.11787 3.13667
H 1.94510 1.93120 0.09524
H 1.89965 2.01768 -1.79245
H 3.09379 0.90490 -0.84266
H 0.51410 -2.14257 -0.60056
H 1.46673 -2.54910 -2.04509
H -0.13890 -1.98698 -2.27849
```

## Properties
- highest occupied orbital energy (spin up / spin down) (eV) = -7.9 / -7.9
- Kohn-Sham gap (spin up / spin down) (hartree) = 0.3124 / 0.3125

=====

*two*
The following is a quantum chemistry calculation of C11H13NO as an isolated structure, from OMol25.

```
26
Properties=species:S:1:pos:R:3
C -2.30787 1.26600 -0.56789
C -1.37808 0.35111 -0.33180
C 1.60789 0.15659 0.11829
C 1.62613 -3.36511 0.13271
C -0.08486 2.44173 -0.05231
C 0.54481 1.90802 -1.33279
C -1.26964 1.62339 0.37638
C -0.32616 -0.63648 -0.79076
C 0.81719 0.38727 -1.10501
C 0.40644 -1.42826 0.25192
C -0.13035 -1.45208 1.73182
N 1.11133 -2.36734 -0.36991
O 2.37641 0.51377 0.89162
H -3.14696 1.65688 -0.90442
H 2.13706 -4.04745 -0.62824
H 1.57587 -3.65618 1.11114
H 0.69525 2.53840 0.70686
H -0.31154 3.47047 -0.16553
H -0.14749 2.15084 -2.20250
H 1.51697 2.41745 -1.69738
H -1.60133 1.70817 1.37330
H -0.70377 -1.19767 -1.59164
H 1.40388 0.03215 -1.92872
H -0.94369 -0.74630 1.78913
H 0.65094 -0.99409 2.28016
H -0.26528 -2.53431 1.98476
```

## Properties
- highest occupied orbital energy (eV) = -7.5
- Kohn-Sham gap (hartree) = 0.3060

=====

Stability check: which of them is most stable? *one*.

=====

*one*
The following is a quantum chemistry calculation of an isolated ion of composition C4H5N2 and charge +1, from OMol25.

```
11
Properties=species:S:1:pos:R:3
N 0.73765 -1.05788 -1.02738
C 0.23530 -0.11534 -0.22030
C -0.27430 -0.17657 1.25767
C -0.91492 1.10855 1.38551
C -0.75608 1.86249 0.34335
N -0.19186 1.14621 -0.73603
H 1.07200 -1.98845 -0.67513
H 0.90372 -0.79085 -1.95354
H 0.37800 -0.41520 1.99556
H -0.96567 -0.90752 1.33717
H -0.22384 1.33456 -1.70688
```

## Properties
- highest occupied orbital energy (spin up / spin down) (eV) = -14.1 / -14.1
- Kohn-Sham gap (spin up / spin down) (hartree) = 0.2737 / 0.2728
- net charge = +1
- structure (SMILES) = [NH2+]=C1CC#CN1

=====

*two*
The following is a quantum chemistry calculation of C4H5N2 as an isolated structure, from OMol25.

```
11
Properties=species:S:1:pos:R:3
C -0.05302 -1.73896 1.50014
C 0.71116 -2.81596 1.60934
C 1.28036 -1.31484 0.04312
C -1.10115 1.58793 -0.14238
N 0.27271 -0.80688 0.68373
N 1.58258 -2.52776 0.59839
H 1.79556 -0.63655 -0.71068
H -0.54281 1.61527 -1.01622
H -0.87202 0.68509 0.55065
H -1.82906 2.33585 0.01593
H 2.13735 -3.36417 0.22220
```

## Properties
- highest occupied orbital energy (spin up / spin down) (eV) = -13.1 / -13.1
- Kohn-Sham gap (spin up / spin down) (hartree) = 0.1500 / 0.1491
- net charge = +1

=====

*three*
The following is a quantum chemistry calculation of C4H5N2 as an isolated structure, from OMol25.

```
11
Properties=species:S:1:pos:R:3
C -1.94469 -0.09491 -0.32863
C -3.08362 -0.11833 0.17029
C -0.93491 0.14923 0.92084
C 1.26699 -0.90698 0.15217
N -0.85168 -0.62661 -0.92228
N -0.07213 -0.48481 0.07116
H -3.95694 0.00182 0.77031
H -1.03803 -0.18322 1.92719
H 1.91898 -0.16881 -0.34123
H 1.48771 -0.99727 1.23501
H 1.34205 -1.85057 -0.33062
```

## Properties
- highest occupied orbital energy (spin up / spin down) (eV) = -14.4 / -14.4
- Kohn-Sham gap (spin up / spin down) (hartree) = 0.2693 / 0.2692
- net charge = +1

=====

Stability check: which of them is most stable? *one*.

=====

*one*
The following is a quantum chemistry calculation of a 2-piece molecular cluster, H3OPS overall, from OMol25.

```
6
Properties=species:S:1:pos:R:3
O 1.74958 0.89435 0.37627
P -1.24854 0.96113 -0.00788
S 2.81613 0.02482 -0.21195
H -1.40119 2.34253 -0.11519
H -0.76629 1.02978 1.18652
H 2.42546 -1.32947 -0.04274
```

## Properties
- highest occupied orbital energy (spin up / spin down) (eV) = -9.6 / -8.5
- Kohn-Sham gap (spin up / spin down) (hartree) = 0.3238 / 0.2571

=====

*two*
The following is a quantum chemistry calculation of H3OPS as an isolated structure, from OMol25.

```
6
Properties=species:S:1:pos:R:3
O 0.98135 -0.54074 -0.06359
P 1.27245 0.80876 -0.72663
S -1.70846 -0.32352 0.56103
H -0.06119 -0.82752 0.18996
H 2.19018 1.54295 0.17164
H -2.67432 -0.65994 -0.13241
```

## Properties
- highest occupied orbital energy (eV) = -8.4
- Kohn-Sham gap (hartree) = 0.2069

=====

Stability check: which of them is most stable? *two*.